The following is a quantum chemistry calculation of an isolated ion of composition C5H13N2 and charge +1, from the OMol25 dataset.

Structure (XYZ):
```
20
Properties=species:S:1:pos:R:3:forces:R:3:nbo_charge:R:1
H 0.45692 -2.56142 0.23757 0.6341 -0.9000 2.0468 0.41
C 1.06886 1.81895 1.22910 1.9842 0.2664 1.3415 -0.63
C -0.35847 -0.75008 -0.20652 0.3851 -0.6974 0.2103 0.29
H -0.52983 -0.53584 -3.07384 -1.5847 0.5394 0.8910 0.45
H -1.91601 0.59792 -2.71127 1.8176 -2.3413 0.0287 0.48
H 1.86980 -0.23490 0.74096 0.0275 0.8870 1.0420 0.21
H 1.57769 0.05702 2.57880 -0.4507 0.4392 -1.8884 0.24
H -1.07639 1.04090 -0.72784 -0.8697 2.4484 0.2721 0.23
H -0.89163 0.46289 1.50301 -0.3326 1.1918 -1.0403 0.23
H -0.69847 -0.89390 1.89749 -0.1914 -3.4829 2.0244 0.25
H 1.02849 2.01753 0.19645 -0.8551 0.0046 -1.5149 0.20
C -0.88544 0.11136 -1.09686 1.4933 -2.0099 2.1665 -0.29
H 0.24740 2.29835 1.78282 0.1906 -0.4179 -0.2623 0.22
H -2.06287 -1.06933 -2.27449 2.0061 1.4808 -0.7049 0.45
H 1.97937 2.43239 1.43942 -0.4322 -0.7422 0.4857 0.23
N 0.09342 -2.01564 -0.46960 -0.2438 -0.3073 -3.5540 -0.80
H 0.36965 -2.48800 -1.39666 -0.9623 1.7679 1.7648 0.40
C 1.23253 0.29791 1.50116 -0.6976 -0.8890 0.6858 -0.39
N -1.30526 -0.26890 -2.37809 -3.1063 0.0111 -2.6175 -0.71
C -0.19976 -0.31723 1.22841 1.1878 2.7512 -1.3772 -0.48
```
Forces are in eV/Å.

HOMO in eV: -12.960
E_LUMO in eV: -3.89
Relative energy (zero: lowest compared OMol25 entry of this formula, charge and spin) in eV: 3.358
Gap between HOMO and LUMO in eV: 9.1
SMILES: CCC/C(N)=C/[NH3+]
Charge: +1
Calculated total energy in eV: -8367.4528



The following is a quantum chemistry calculation of a 2-piece molecular cluster, C5H13N2 overall, from the OMol25 dataset.

Structure (XYZ):
```
20
Properties=species:S:1:pos:R:3:forces:R:3:nbo_charge:R:1
H 2.40201 -1.60661 0.57558 0.3093 -0.0479 -0.1121 0.44
C -2.65541 1.89860 1.68506 -0.1034 -0.1159 0.4650 -0.37
H 0.56601 1.13529 1.86649 0.0698 0.0422 -0.0524 0.21
N 0.21326 -0.15348 -2.72834 0.5007 -0.3372 0.1553 -0.75
H -1.68588 0.34589 2.65679 0.1893 -0.0580 0.0639 0.20
H -0.67318 0.31615 -2.71671 -0.0170 0.0428 -0.2385 0.42
H 0.90487 -2.13090 0.40853 -0.0237 -0.2934 -0.1563 0.44
H -0.19714 0.82104 0.29601 0.0099 -0.0316 0.0055 0.18
H -3.57630 1.75855 2.23320 -0.0832 -0.1761 -0.0253 0.21
H -0.21788 2.44907 0.98582 0.1836 0.0091 -0.1609 0.23
C 0.50484 -0.98491 -1.71482 -0.0164 -0.3711 0.3212 0.07
C -0.28014 1.39060 1.22593 -0.0912 -0.1183 0.4101 -0.65
H -2.67489 2.72541 0.98568 0.2786 -0.0048 -0.0675 0.19
H 2.15745 -3.11873 -0.05593 -0.0132 0.0511 -0.1816 0.44
H -0.36150 -1.31084 -1.14126 0.0082 0.2192 0.0907 0.21
H 2.65334 -1.29138 -1.84056 -0.0080 -0.0055 -0.0507 0.23
N 1.81645 -2.15282 -0.06015 -0.4423 0.1301 0.4318 -0.66
C -1.58681 1.14903 1.93777 -0.4178 0.4373 -0.6338 -0.20
H 0.98721 0.25824 -3.22353 -0.2703 0.2128 -0.1862 0.41
C 1.70369 -1.49818 -1.37556 -0.0629 0.4152 -0.0782 -0.25
```
Forces are in eV/Å.

HOMO in eV: -12.384
E_LUMO in eV: -3.59
Relative energy (zero: lowest compared OMol25 entry of this formula, charge and spin) in eV: 2.816
Gap between HOMO and LUMO in eV: 8.8
Charge: +1
Calculated total energy in eV: -8367.9946



The following is a quantum chemistry calculation of an isolated ion of composition C5H13N2 and charge +1, from the OMol25 dataset.

Structure (XYZ):
```
20
Properties=species:S:1:pos:R:3:forces:R:3:nbo_charge:R:1
H -1.00893 -0.93947 0.49729 -0.0120 0.2223 0.1283 0.46
N -1.88983 -0.99369 -0.02909 -0.0609 0.3709 -0.2926 -0.69
H -1.89240 -1.94099 -0.40706 -0.3107 0.0553 -0.2905 0.44
H 1.25605 -0.98807 -1.46387 0.0938 0.1463 0.5911 0.24
C 0.65156 -0.18147 -1.05132 -1.6295 0.0870 -1.0772 -0.33
C 1.68882 0.67845 2.39286 0.4824 -0.9471 1.2898 -0.43
H -0.49833 1.16450 -2.33685 -0.1494 0.2551 0.3450 0.25
C 0.77537 0.40015 0.14699 1.6028 -1.0063 0.6094 -0.01
H 1.31930 1.70896 2.35051 0.4748 -0.1531 -0.2632 0.20
H 2.66708 0.57208 2.87657 0.2315 0.7531 -0.6892 0.23
H -1.96319 1.03704 -0.41186 -0.1332 -0.5341 -0.6869 0.22
H 2.49905 -0.50109 0.81599 0.0315 -0.0047 0.0693 0.41
C -1.87815 0.14222 -1.07184 -0.3315 0.3139 1.0281 -0.20
H -2.79804 0.00491 -1.65781 0.3992 0.2507 0.1114 0.24
N 1.65380 -0.05659 1.13176 -0.8715 1.3264 -0.0506 -0.61
H 1.13786 0.17827 3.20208 -0.7121 -0.0702 -0.5062 0.19
C -0.58992 0.17430 -1.88230 0.1145 0.1869 -0.7668 -0.47
H -0.77381 -0.40860 -2.79730 0.6028 -0.4784 0.5038 0.24
H -2.70892 -0.83906 0.56906 0.3457 -0.3898 0.0110 0.44
H 0.20339 1.28411 0.44139 -0.1683 -0.3841 -0.0642 0.20
```
Forces are in eV/Å.

HOMO in eV: -11.755
E_LUMO in eV: -3.36
Relative energy (zero: lowest compared OMol25 entry of this formula, charge and spin) in eV: 2.333
Gap between HOMO and LUMO in eV: 8.4
SMILES: CN/C=C/CC[NH3+]
Charge: +1
Calculated total energy in eV: -8368.4773



The following is a quantum chemistry calculation of a 2-piece molecular cluster, C5H13N2 overall, from the OMol25 dataset.

Structure (XYZ):
```
20
Properties=species:S:1:pos:R:3:forces:R:3:nbo_charge:R:1
H -0.88728 1.93373 0.28230 0.1501 -0.2165 -0.5483 0.24
H -1.81737 -1.97178 1.88880 -0.7056 -1.9803 1.1408 0.24
N 1.86025 0.74465 -3.08320 -2.4537 -0.5544 1.4180 -0.71
H -1.47258 -0.27253 2.32204 -1.0217 -1.0580 -0.8196 0.23
C -1.64281 -1.03558 1.48566 0.2717 3.0315 -0.3455 -0.69
C -0.69511 1.30183 -0.58747 0.3901 1.0054 2.7681 -0.15
C 0.82383 0.53028 -2.22242 -0.1528 0.8152 0.6291 0.28
H 2.22721 -0.05609 -3.53192 0.3560 -0.7546 -0.5977 0.42
H 0.61416 -0.44719 2.65018 0.9222 -0.4329 -1.1960 0.23
H -1.40498 0.66706 -0.97034 -1.5828 -1.1147 -0.8203 0.20
H 0.16751 -0.30988 -2.32303 -0.1010 -0.3206 -0.5213 0.21
H 2.51482 1.38022 -2.74867 1.6015 1.3723 0.1719 0.39
C -0.33874 -1.03653 0.83650 1.0985 0.4889 -1.5367 -0.02
H -0.14319 -1.18188 -0.25139 -0.5623 -0.3237 1.0064 0.16
H 1.69416 -0.58969 1.00644 -0.7369 0.0573 1.4912 0.21
H 1.27190 -1.98019 1.94648 -0.2668 -0.2685 0.1649 0.25
H 1.20139 2.07448 -1.03235 -1.0145 -0.1068 0.4478 0.43
N 0.46475 1.37517 -1.21855 2.9670 -0.4689 -2.7196 -0.48
C 0.86947 -0.99874 1.68979 0.6231 0.9408 -0.6401 -0.70
H -2.46479 -0.74885 0.80781 0.2181 -0.1115 0.5068 0.22
```
Forces are in eV/Å.

HOMO (spin up / spin down) in eV: -11.976 / -11.034
E_LUMO (spin up / spin down) in eV: -3.84 / -4.74
Relative energy (zero: lowest compared OMol25 entry of this formula, charge and spin) in eV: 5.003
Gap between HOMO and LUMO (spin up / spin down) in eV: 8.1 / 6.3
Charge: +1
Calculated total energy in eV: -8365.8074



The following is a quantum chemistry calculation of an isolated ion of composition C5H13N2 and charge +1, from the OMol25 dataset.

Structure (XYZ):
```
20
Properties=species:S:1:pos:R:3:forces:R:3:nbo_charge:R:1
H 0.86977 0.50730 2.77221 -0.6633 -0.4968 -2.1878 0.24
N -1.04706 -1.34911 -1.17345 -2.4154 -1.4140 -0.6700 -0.55
C 1.29069 1.46606 0.86264 0.8579 2.2491 0.8518 -0.65
H 0.74714 0.48783 -1.01971 -0.8376 -0.8251 -1.5919 0.45
C -1.31746 -0.88186 0.30300 -1.9576 1.2716 -1.0075 -0.22
H 0.31495 -1.45139 1.86071 -0.9785 -1.0677 0.0991 0.26
H 0.54764 0.87247 -2.69393 0.5841 0.2958 -0.2316 0.42
H 0.82634 1.92098 -0.05557 0.2682 -0.4390 0.7513 0.19
H 2.24886 0.94685 0.60169 -0.8796 0.2141 0.1069 0.22
H -1.47056 -2.27460 -1.46919 0.2499 1.7507 0.7244 0.43
C -0.67631 -0.59298 -2.22025 3.2412 -2.0014 3.5246 0.39
H -1.88548 0.14797 0.04815 1.6283 -1.9764 1.1849 0.23
C 0.02175 -0.75269 1.09981 0.4997 -0.0192 -2.0589 -0.46
C 0.34201 0.59262 1.71901 0.7613 2.4171 2.6343 -0.44
H -0.52258 1.23948 2.12917 0.7009 -1.1907 -1.3546 0.24
N 0.41894 0.17216 -1.98388 -1.7662 1.3953 -0.3055 -0.73
H 0.72947 -1.01161 0.23711 -0.2195 0.5622 1.5845 0.20
H -0.90841 -0.94864 -3.22409 -0.1061 0.5835 0.0491 0.24
H 1.64836 2.43462 1.45553 -0.8426 -2.0808 -1.1361 0.26
H -2.17808 -1.52545 0.75106 1.8747 0.7717 -0.9669 0.26
```
Forces are in eV/Å.

HOMO in eV: -14.726
E_LUMO in eV: -4.47
Relative energy (zero: lowest compared OMol25 entry of this formula, charge and spin) in eV: 3.096
Gap between HOMO and LUMO in eV: 10.3
SMILES: CCCCNC=[NH2+]
Charge: +1
Calculated total energy in eV: -8367.7144



The following is a quantum chemistry calculation of an isolated ion of composition C5H13N2 and charge +1, from the OMol25 dataset.

Structure (XYZ):
```
20
Properties=species:S:1:pos:R:3:forces:R:3:nbo_charge:R:1
H 1.67617 -0.20326 2.50696 -0.2583 0.5568 -0.0222 0.21
C 1.45035 0.50218 1.69715 -0.7889 0.7061 0.6661 -0.28
H -1.09800 0.04664 -2.97225 -0.4723 0.6897 0.6518 0.24
C -0.09912 -0.25736 -2.70708 -0.5711 2.3477 0.0458 -0.43
N 0.13598 -0.38676 -1.24297 -1.1144 -3.1970 0.0714 -0.50
C -0.23099 0.70731 -0.30690 0.6976 1.8630 1.0950 -0.25
H 0.46266 1.62692 -0.50275 -1.6977 -1.6228 -0.0960 0.27
H -1.71229 -0.19912 2.01241 -2.5234 0.6519 0.3208 0.23
H -0.24559 -1.34429 -0.91801 -0.0194 1.9307 -0.4368 0.44
N 0.38434 1.57688 1.83654 -0.4284 -0.0407 1.7159 -0.60
C -0.87929 -0.71989 1.69319 1.0841 -0.5711 -1.2598 -0.62
H 2.37917 0.83626 1.18493 -1.0776 -0.2031 -0.0797 0.22
H -0.49167 -1.12193 2.63271 0.1252 -0.8070 -0.5992 0.25
H 0.60667 0.47323 -3.09509 -0.0433 -0.0475 -0.0259 0.24
C 0.01415 0.37594 1.18723 2.1969 -0.4958 -2.4190 0.07
H -1.32607 0.91227 -0.31114 0.8097 0.0827 -0.9741 0.24
H -0.05855 -1.13826 -3.24804 0.9385 -2.2076 -0.4598 0.24
H -1.14779 -1.42847 0.79013 0.4419 0.8619 2.4258 0.19
H 1.10520 -0.62800 -1.17592 1.1965 0.4849 0.4485 0.43
H -0.15482 1.84413 2.71465 1.5045 -0.9828 -1.0688 0.40
```
Forces are in eV/Å.

HOMO in eV: -13.473
E_LUMO in eV: -3.37
Relative energy (zero: lowest compared OMol25 entry of this formula, charge and spin) in eV: 3.661
Gap between HOMO and LUMO in eV: 10.1
SMILES: C[NH2+]C[C@@]1(C)CN1
Charge: +1
Calculated total energy in eV: -8367.1492



Copy entry 4 word for word.
The following is a quantum chemistry calculation of a 2-piece molecular cluster, C5H13N2 overall, from the OMol25 dataset.

Structure (XYZ):
```
20
Properties=species:S:1:pos:R:3:forces:R:3:nbo_charge:R:1
H -0.88728 1.93373 0.28230 0.1501 -0.2165 -0.5483 0.24
H -1.81737 -1.97178 1.88880 -0.7056 -1.9803 1.1408 0.24
N 1.86025 0.74465 -3.08320 -2.4537 -0.5544 1.4180 -0.71
H -1.47258 -0.27253 2.32204 -1.0217 -1.0580 -0.8196 0.23
C -1.64281 -1.03558 1.48566 0.2717 3.0315 -0.3455 -0.69
C -0.69511 1.30183 -0.58747 0.3901 1.0054 2.7681 -0.15
C 0.82383 0.53028 -2.22242 -0.1528 0.8152 0.6291 0.28
H 2.22721 -0.05609 -3.53192 0.3560 -0.7546 -0.5977 0.42
H 0.61416 -0.44719 2.65018 0.9222 -0.4329 -1.1960 0.23
H -1.40498 0.66706 -0.97034 -1.5828 -1.1147 -0.8203 0.20
H 0.16751 -0.30988 -2.32303 -0.1010 -0.3206 -0.5213 0.21
H 2.51482 1.38022 -2.74867 1.6015 1.3723 0.1719 0.39
C -0.33874 -1.03653 0.83650 1.0985 0.4889 -1.5367 -0.02
H -0.14319 -1.18188 -0.25139 -0.5623 -0.3237 1.0064 0.16
H 1.69416 -0.58969 1.00644 -0.7369 0.0573 1.4912 0.21
H 1.27190 -1.98019 1.94648 -0.2668 -0.2685 0.1649 0.25
H 1.20139 2.07448 -1.03235 -1.0145 -0.1068 0.4478 0.43
N 0.46475 1.37517 -1.21855 2.9670 -0.4689 -2.7196 -0.48
C 0.86947 -0.99874 1.68979 0.6231 0.9408 -0.6401 -0.70
H -2.46479 -0.74885 0.80781 0.2181 -0.1115 0.5068 0.22
```
Forces are in eV/Å.

HOMO (spin up / spin down) in eV: -11.976 / -11.034
E_LUMO (spin up / spin down) in eV: -3.84 / -4.74
Relative energy (zero: lowest compared OMol25 entry of this formula, charge and spin) in eV: 5.003
Gap between HOMO and LUMO (spin up / spin down) in eV: 8.1 / 6.3
Charge: +1
Calculated total energy in eV: -8365.8074



Question: The lowest relative energy (zero: lowest compared OMol25 entry of this formula, charge and spin) belongs to which entry?
Answer: number 3



Question: Which value of relative energy (zero: lowest compared OMol25 entry of this formula, charge and spin) does entry 2 give?
Answer: 2.816 eV